Molecular formula: C17H34AsN4O4S2V
Method: DFT, ωB97M-V/def2-TZVPD

Atoms and positions in Å:
C -2.68414 0.53780 1.74735
H 4.06397 -1.48214 1.42910
H -1.30841 0.03311 0.16036
C -0.04140 -1.04860 -5.40882
H 1.09019 1.96737 -5.48400
N 2.20111 -0.33896 3.24290
H 3.77854 0.56694 0.23749
C -5.58081 -1.74574 -0.39794
H 0.37986 -1.78106 0.53101
O -0.19171 0.72736 2.40448
C 1.13370 2.45334 0.75943
C 3.54883 -1.47519 0.46858
H 2.89102 -2.33195 3.20271
S -1.50271 1.34175 2.76118
H 2.61872 -0.10872 -0.74014
O -1.82038 1.23230 4.14353
O 2.15383 2.11957 1.46644
N -1.49216 2.92352 2.40670
N 1.19815 -1.66916 1.13215
C -3.97841 0.45037 2.24265
H 1.59514 0.17773 3.87844
H -5.92986 -1.19925 -1.27662
C 2.32451 -2.38580 0.46698
H -5.15048 -2.68360 -0.74746
H 2.04423 -2.58463 -0.56503
H 3.17807 -1.64027 -4.45746
N 3.02907 -0.11819 0.21143
H -5.92859 -0.34161 1.90282
H -6.44519 -1.96686 0.22385
H 0.63911 4.42666 0.18222
V 1.44319 0.39036 1.40346
C 1.97290 -1.79412 3.43328
C -4.91511 -0.27494 1.53026
O 0.68808 1.62880 -0.07235
H -1.05998 -0.72608 -5.20439
H 3.08672 -0.46816 -5.79144
H 0.02823 -2.12502 -5.27216
H 0.85074 4.21029 1.92580
C -2.31253 -0.07741 0.55607
H 1.69199 -2.03294 4.45774
H -2.98207 -1.30308 -1.05490
H 1.68033 2.26475 -3.83298
H 3.66718 0.04787 -4.19393
H 3.15146 -0.08514 3.49591
H -1.41858 2.90043 0.33105
C 0.94525 1.73000 -4.43047
H 2.52936 -3.33492 0.96158
H 0.76705 -3.30027 2.44331
H 4.25914 -1.79107 -0.29581
H -0.08295 -1.78679 2.79271
H 0.22995 -0.78625 -6.43089
H -0.05604 2.02463 -4.12452
C 0.86680 -2.21421 2.47095
H -1.58776 4.49538 1.07012
C 0.43853 3.76026 1.02421
C -4.56848 -0.93147 0.34738
C 2.97061 -0.60486 -4.71677
S 0.81209 -0.84189 -2.21106
As 1.16207 -0.17428 -4.18055
H -1.50595 3.49732 3.24209
C -3.26078 -0.81064 -0.13130
H -4.22861 0.91877 3.18583
C -1.07666 3.53865 1.14748

Atomic forces in eV per Å
0.3667 0.0377 0.1671
0.0095 0.0322 -0.0112
-0.0508 -0.0397 -0.0612
0.1213 0.1195 -0.0509
0.0067 -0.0095 0.0011
0.1051 0.0887 0.4423
0.0004 0.0593 -0.0606
-0.0277 0.0315 -0.0636
0.0230 -0.1235 0.0367
-0.4369 0.0429 0.1181
-0.3136 1.9345 -0.8214
-0.1688 -0.2107 0.0361
0.0487 0.0590 0.0463
-0.6108 0.3325 -0.0088
0.0490 0.0809 0.0375
-0.0080 0.0411 -0.0215
0.3830 0.7648 0.6077
0.1965 -0.2780 0.1550
-0.7599 -0.8212 -0.3066
-0.0197 0.0783 0.1026
0.1222 -0.0312 0.1724
-0.0054 -0.0046 0.0043
0.3911 0.1601 -0.0537
0.0007 -0.0021 0.0063
-0.1069 -0.0179 0.0228
-0.0729 -0.0119 0.0186
0.6500 -0.2038 -0.6824
0.0082 -0.0510 0.0272
-0.0066 -0.0152 -0.0118
-0.0218 -0.0071 -0.0161
0.3724 -1.3285 0.0105
-0.2443 -0.2140 -0.2172
0.0498 0.0104 -0.0799
-0.0867 -0.0940 0.2531
0.0190 0.0364 0.0453
-0.0146 0.0279 0.0066
0.0599 0.0053 0.0476
0.0335 0.0568 -0.0480
0.0678 0.0458 -0.0403
0.0682 0.0179 0.0168
0.0088 0.0105 -0.0069
0.0190 -0.0576 0.0270
-0.0459 0.0185 0.0312
0.0165 0.0092 0.0339
-0.0701 0.1113 -0.0342
0.0033 -0.1201 -0.0366
-0.0521 0.0004 0.0176
-0.0195 0.0098 -0.0103
0.0111 0.0186 0.0178
-0.0369 -0.0488 -0.0636
-0.0165 0.0029 0.0027
-0.0129 -0.0624 0.0168
0.1731 -0.0056 0.3368
-0.0825 -0.0476 0.0219
-0.0799 -0.2005 0.0262
0.0119 0.0545 0.0969
-0.1393 0.0757 -0.1248
0.0201 0.0829 0.0559
0.0774 -0.1927 -0.0225
-0.0316 -0.0951 0.0277
-0.0041 -0.0006 -0.0459
-0.0647 -0.0134 -0.0242
0.1174 -0.1496 -0.1703

Properties
HOMO energy (spin up / spin down) = -13.653 / -13.652 eV
energy relative to the best compared isomer or geometry (same formula, charge and spin) = 19.1 kcal per mole
total charge = +2
2S+1 = 3
largest force on an atom = 2.12 eV/A
HOMO-LUMO gap (spin up / spin down) = 7.3 / 8.2 eV
energy = -140517.715 eV
⟨S²⟩ = 2.01

Molecular formula: C17H34B2F2N10NaO3P2
Method: DFT, ωB97M-V/def2-TZVPD

Atoms and positions in Å:
H 3.22805 -2.49095 5.78329
B 2.34216 2.87370 1.09491
H 4.77015 1.81479 -1.57749
H -1.16909 -2.92074 -1.20049
N -1.50871 -2.41775 3.88138
H -2.32535 -0.42505 -0.18796
F 1.59144 3.31150 2.15053
H 0.66587 -1.91316 -4.23471
H -3.33135 -0.71348 -1.64914
C -1.26529 -4.84581 -0.11751
C -3.01852 0.04361 -0.89920
C -2.29346 -0.42440 4.28649
H 1.82258 -1.92208 -2.83652
C 2.70745 3.07637 -1.40387
N -2.33698 1.07405 -1.67213
H -1.16980 4.09956 -2.75141
H -1.91083 3.23007 1.31459
C 2.66191 -2.66686 4.87991
P 1.51646 0.71768 -2.11173
N -0.75400 -3.85676 1.83442
H -2.53371 1.86404 -3.62786
C -1.06892 -5.01487 1.26471
C 1.58899 -1.45039 -3.76210
H 4.16248 0.33252 -2.43625
H -3.88337 0.36743 -0.39382
C -3.18820 1.65135 -2.75738
H 3.72919 3.39287 -1.25204
H 1.31203 1.84280 -4.47341
H -3.29579 -3.48474 3.50695
C -0.98565 -3.47738 -0.28967
C 1.46212 -3.39409 4.84748
O 1.72684 -0.25377 -0.97501
C -3.40387 -1.19093 3.99331
H 2.42534 -1.63981 -4.48742
H 0.27324 0.55899 -5.21983
H 3.55450 -1.35955 3.28950
H -1.01453 -5.98029 1.77587
N -1.49654 3.40113 -0.82731
C -1.51206 3.91450 0.55964
H -0.55433 4.17624 0.93901
H 1.04964 -4.08497 5.57835
F 3.29899 1.98969 1.52208
H -3.94004 0.91740 -3.08156
H -1.65141 5.31404 -1.53187
N 0.91160 -3.22553 3.60958
H -2.27069 0.61034 4.53440
H 2.18300 3.01299 -0.25536
H -3.63435 2.63343 -2.44623
H -2.15733 4.83283 0.57311
C 1.24564 0.80146 -4.76186
H 4.49725 1.74043 -3.40626
N 1.29235 -0.00706 -3.49346
H -0.77937 -4.55168 3.99959
O -0.74929 1.18908 0.34245
C 4.13553 1.44255 -2.41216
C -1.07768 4.41876 -1.73561
P -1.04575 1.81296 -0.98061
H 2.11613 0.49741 -5.31695
C 2.78474 -2.05628 3.62673
B -0.56224 -3.60362 3.39014
N -0.78756 -2.85178 0.87522
H 2.14938 3.86785 -1.91081
N -1.14017 -1.14970 4.26384
H -4.43078 -0.78278 3.86728
N 1.67819 -2.31643 2.85924
O 0.28369 1.82230 -1.99043
H -0.00085 4.72622 -1.64837
C -2.89722 -2.49016 3.77496
H -1.40255 -5.66539 -0.87064
Na 0.65316 -0.61328 1.01899
N 2.72757 1.86859 -2.25151

Atomic forces in eV per Å
0.3284 -0.2034 -0.2671
-0.8989 -0.0825 3.4789
-0.4720 -0.4033 -0.7371
0.4262 0.2125 0.1132
-1.9200 0.8026 0.2748
-0.3601 0.1626 -0.2356
0.1992 -0.1749 0.5612
0.9926 0.3721 0.6552
0.0506 0.0644 0.6088
0.7955 -0.7336 0.3924
1.3125 -1.6705 -1.2497
1.8766 -1.2812 0.1387
0.0192 -0.4586 0.6680
-0.8935 0.2493 -2.6201
-0.8405 -0.1206 -1.0569
-0.4115 -0.1263 -0.7778
-0.1306 -0.2113 -0.5980
-0.8295 -0.4421 0.5552
2.1439 1.9938 3.9799
-0.8510 1.1595 -0.2979
-0.4015 -0.0710 0.3156
0.1855 -1.3301 -1.1789
-1.2318 0.5625 -1.0481
0.2726 0.3683 0.2424
-1.0918 0.7639 0.7500
1.4288 0.7297 0.3159
0.1638 0.2513 0.2911
-0.0445 0.2361 -0.2653
-0.1373 0.9899 0.1207
-1.3485 -0.0140 0.3232
1.1733 0.5619 -1.2805
-1.1112 0.6003 -1.3015
-1.1065 -1.1723 -0.5556
-0.5186 0.6828 0.6344
0.5586 0.2676 -0.3751
-0.4007 -0.3184 -0.0418
-0.2162 0.6483 0.1675
0.3841 -0.1077 0.9823
-1.4439 0.5371 0.2954
1.1466 0.2964 -0.0016
-0.0881 0.3703 -0.2413
-0.1140 0.2180 -0.1489
0.2294 0.3174 0.3370
-0.3506 0.1845 -0.2692
1.2070 1.4314 0.8181
0.1802 0.5182 0.1464
0.5581 0.0374 -1.0784
0.0756 -0.9370 -0.1604
0.4674 -0.7326 -0.1129
-0.7954 -0.8976 1.9185
0.2524 0.3946 0.3383
0.4623 -1.7667 -3.5274
-0.4306 -1.3066 0.4973
-0.0827 0.0720 -1.1222
-0.8220 -1.5445 -0.5156
1.6013 0.8282 -0.1394
1.2961 -0.2137 1.2826
0.1040 0.0997 -0.7094
-2.0999 -0.0580 -0.4992
0.6010 2.1997 -1.3818
0.6641 -0.8732 0.3416
-0.0404 0.4608 -0.2056
-1.0598 -0.2888 -0.9372
0.9023 -0.7501 0.2821
0.5913 -1.0606 1.4492
-1.5395 -0.7538 0.6741
-0.6501 -0.3858 0.2841
1.5723 0.3517 -0.2811
0.0381 1.1634 0.9092
-0.0656 -0.2329 0.2449
0.5379 -0.4362 -0.1695

Properties
HOMO energy = -1.614 eV
energy relative to the best compared isomer or geometry (same formula, charge and spin) = 128.9 kcal per mole
total charge = -1
2S+1 = 1
largest force on an atom = 4.94 eV/A
HOMO-LUMO gap = 3.7 eV
energy = -69012.725 eV